1.
# C4H7NO

A single C4H7NO molecule (ωB97M-V/def2-TZVPD, OMol25).

Results
E_HOMO (eV): -8.2407
Frontier orbital gap (eV): 9.0508

Structure (ORCA input):
```
! wB97M-V def2-TZVPD RIJCOSX def2/J DEFGRID3
* xyz 0 1
C -1.65578 0.00895 0.51808
C -0.48453 -0.80946 0.03757
C 0.35565 -0.45885 -1.18071
N 0.88547 -0.33548 0.18381
C 1.54525 0.77226 0.41410
O 2.01000 1.39053 -0.60506
H -1.72727 0.04584 1.61249
H -2.57272 -0.46554 0.15043
H -1.61448 1.02151 0.10796
H -0.53794 -1.85588 0.35493
H 0.74175 -1.37278 -1.64505
H 1.32810 0.90221 -1.36236
H 1.72650 1.15667 1.41382
*
```

2.
# C18H47AlCaK2N3O16PS2

A molecular structure, C18H47AlCaK2N3O16PS2 in a non-equilibrium geometry (ωB97M-V/def2-TZVPD, OMol25).

Results
E_HOMO (eV): -5.0621
Frontier orbital gap (eV): 0.8536

Structure (ORCA input):
```
! wB97M-V def2-TZVPD RIJCOSX def2/J DEFGRID3
* xyz 0 1
C 1.62878 3.14424 -3.64810
C 2.02537 1.68945 -3.82099
C 2.31789 1.01202 -2.45296
N 1.19451 1.06833 -1.58908
Al 0.05892 -0.36841 -2.13784
C -1.70282 -0.23277 -1.12244
C -2.00827 1.21149 -0.66452
C -1.94277 2.25723 -1.76746
C -3.27168 2.48636 -2.47839
O -3.02760 3.14712 -3.71581
C -2.83880 4.52649 -3.54571
P 1.16314 -2.40158 -1.78928
C -0.00801 -3.71656 -2.28166
O 1.29340 -2.53039 -0.07215
H 1.82904 3.72014 -4.54394
H 0.56764 3.21964 -3.44806
H 2.13724 3.55197 -2.78141
H 1.29273 1.13579 -4.39867
H 2.98236 1.74296 -4.36752
H 3.14470 1.59849 -1.99991
H 2.71260 -0.03747 -2.61186
H 1.49231 0.89391 -0.63618
H -0.29992 -0.14628 -3.69835
H -2.52680 -0.69811 -1.65530
H -1.52649 -0.83598 -0.21066
H -1.25865 1.47247 0.06686
H -2.99834 1.25946 -0.18435
H -1.22916 2.01763 -2.54674
H -1.61705 3.19896 -1.32572
H -3.95821 3.07505 -1.87225
H -3.66319 1.50816 -2.73415
H -3.70299 4.93931 -3.02637
H -1.89547 4.78384 -3.06359
H -2.81952 4.96452 -4.53978
H 0.55424 -4.57399 -2.62360
H -0.64447 -3.37470 -3.08901
H -0.63888 -4.00187 -1.44115
H 0.39450 -2.47085 0.26229
O -0.48135 5.22889 -6.33411
H -1.11849 5.65748 -6.91436
H -1.02487 4.79144 -5.67001
O -0.64633 1.62065 2.26046
C -0.28613 0.64140 2.82993
O -1.10579 -0.44417 2.86640
C -0.73963 -1.76108 3.37433
C -0.93272 -1.83769 4.88776
C 1.01103 0.58925 3.60517
H 0.26846 -2.01954 3.06184
H -1.41286 -2.48163 2.88875
H -0.29113 -1.12892 5.41087
H -0.69978 -2.83904 5.25093
H -1.96606 -1.59811 5.16895
H 0.83887 0.99762 4.58542
H 1.75639 1.19351 3.08968
H 1.42991 -0.41343 3.69293
K -3.02807 -0.49726 3.28717
Ca 4.29085 0.59684 -4.24997
C 1.33556 -6.30894 8.84074
O 1.81046 -4.98824 9.09965
C 1.38460 -4.07848 8.24729
O 0.67029 -4.27045 7.29004
O 1.88383 -2.89736 8.60666
C 1.46590 -1.86282 7.75459
H 1.75870 -6.94580 9.61072
H 0.25057 -6.34184 8.90555
H 1.67016 -6.65476 7.86382
H 0.38054 -1.76777 7.78357
H 1.82219 -2.04745 6.72421
H 1.90316 -0.93188 8.12639
O 0.98567 -3.67765 -5.41588
S 0.21550 -4.78807 -6.04047
O 0.84174 -6.07329 -5.71418
O 0.23013 -4.60173 -7.53128
O -1.17585 -4.76049 -5.55773
C 0.74562 7.81991 -4.44017
C 0.89379 9.23797 -4.71896
N 1.01064 10.35634 -4.93874
H 0.02300 7.65042 -3.64339
H 0.40456 7.27516 -5.31872
H 1.69151 7.38184 -4.12602
K 1.36811 1.40788 6.11809
O -0.89491 -3.12080 10.80450
S -0.73444 -1.64948 10.82252
O 0.50769 -1.30274 11.54922
O -1.88649 -1.03593 11.51341
O -0.64695 -1.14799 9.42785
N 0.20239 -2.87263 -9.44868
H 0.17129 -3.17129 -10.41934
H 1.08775 -2.41565 -9.25422
H -0.56532 -2.23514 -9.25824
H 0.11603 -3.71309 -8.79913
*
```

3.
# C15H25B3Cl10NO6P

6 unconnected molecules or ions with the total composition C15H25B3Cl10NO6P in a non-equilibrium geometry (ωB97M-V/def2-TZVPD, OMol25).

Results
E_HOMO (eV): -8.2668
Structure (SMILES): CC(=O)OCCB1OB(c2cccnc2)OB(P(C)O)O1.ClCCl.ClCCl.ClCCl.ClCCl.ClCCl
Frontier orbital gap (eV): 7.6453

Structure (ORCA input):
```
! wB97M-V def2-TZVPD RIJCOSX def2/J DEFGRID3
* xyz 0 1
C 4.61207 1.94171 -0.14809
C 5.08987 0.75896 -1.22773
O 6.29507 0.88789 -1.80506
O 4.23597 -0.38817 -1.60630
C 4.07741 -1.29588 -0.45614
C 2.94426 -2.44223 -0.76762
B 1.45429 -1.67342 -0.70395
O 1.32268 -0.18761 -0.50471
B 0.26919 0.32899 -1.39953
C -0.40383 1.82648 -1.37939
C -1.58111 2.24072 -0.27398
C -2.21336 3.77484 -0.40125
C -1.62178 4.70867 -1.61075
N -0.54558 4.36905 -2.60192
C 0.00906 2.97959 -2.46760
O -0.27199 -0.66190 -2.39735
B -0.76154 -1.75374 -1.48241
P -2.65053 -1.86351 -1.20674
C -2.88010 -1.34691 0.65800
O -3.28032 -3.47521 -1.39321
O 0.28210 -2.58843 -0.85936
H 4.58037 1.48700 0.93552
H 5.34771 2.85711 -0.24398
H 3.52811 2.34136 -0.42278
H 5.12859 -1.80451 -0.27532
H 3.79360 -0.74089 0.54687
H 3.09316 -2.99169 -1.80053
H 2.99289 -3.23850 0.09167
H -1.96162 1.46888 0.54318
H -3.07550 4.14112 0.32853
H -2.11260 5.79291 -1.71193
H 0.84411 2.66488 -3.26151
H -1.78898 -1.22976 1.12957
H -3.38822 -0.29793 0.77057
H -3.40113 -2.19049 1.28177
H -4.28701 -3.37266 -1.27134
C 8.89437 1.07221 -4.10465
Cl 10.53842 0.55774 -3.70750
Cl 8.84742 2.79111 -4.51493
H 8.53692 0.49260 -4.95918
H 8.24780 0.89452 -3.24188
C -3.06285 -1.93382 4.46647
Cl -1.46911 -2.36442 3.83410
Cl -3.63555 -0.41471 3.76683
H -3.77048 -2.72869 4.21874
H -2.99708 -1.82335 5.55158
C -3.06285 -3.77295 8.27516
Cl -1.46911 -4.20355 7.64280
Cl -3.63555 -2.25384 7.57552
H -3.77048 -4.56782 8.02743
H -2.99708 -3.66248 9.36028
C -2.03738 5.80281 -5.22003
Cl -2.35201 7.12128 -4.08514
Cl -2.39117 6.29497 -6.88068
H -0.98510 5.51689 -5.15023
H -2.66941 4.95046 -4.95919
C -5.63738 -3.89361 2.33890
Cl -5.95201 -2.57514 3.47378
Cl -5.99117 -3.40146 0.67824
H -4.58510 -4.17953 2.40870
H -6.26941 -4.74597 2.59974
*
```

| no. | LUMO energy (eV) |
| --- | --- |
| 1 | 0.81 |
| 2 | -4.21 |
| 3 | -0.62 |